The following is a quantum chemistry calculation of a cluster of 2 separate species, C2H2N3O2 in total, from OMol25.

net charge: -1
total energy: -391.99861 Eh
energy relative to the best compared isomer or geometry (same formula, charge and spin): 137.8 kcal/mol

CARTESIAN COORDINATES (ANGSTROEM)
C1 -0.365 0.462 -0.728
C2 0.892 -0.206 -0.792
N1 -0.307 1.533 -1.485
N2 0.835 1.637 -1.995
N3 1.374 -1.952 1.805
O1 0.844 -2.909 2.378
O2 1.659 0.524 -1.661
H1 -1.297 0.112 -0.147
H2 1.455 -0.980 -0.458


The following is a quantum chemistry calculation of a structure of composition C30H49FIrP2, from OMol25.

net charge: +2
total energy: -2058.52720 Eh
spin multiplicity: 6
energy relative to the best compared isomer or geometry (same formula, charge and spin): 27.9 kcal/mol

CARTESIAN COORDINATES (ANGSTROEM)
Ir1 0.028 -0.343 -0.855
C1 -2.949 1.879 0.119
C2 -3.798 1.154 -0.772
C3 -3.398 -0.162 1.068
C4 -2.732 1.083 1.267
C5 -4.045 -0.130 -0.204
C6 -2.394 3.228 -0.056
H1 -2.498 3.519 -1.106
H2 -1.328 3.280 0.228
H3 -2.923 3.961 0.577
C7 -1.982 1.503 2.456
H4 -0.930 1.711 2.199
H5 -2.008 0.707 3.206
H6 -2.410 2.418 2.901
C8 -3.502 -1.266 2.012
H7 -4.556 -1.357 2.320
H8 -2.889 -1.129 2.912
H9 -3.198 -2.196 1.511
C9 -4.840 -1.211 -0.817
H10 -5.923 -1.023 -0.724
H11 -4.656 -2.210 -0.391
H12 -4.608 -1.260 -1.891
C10 -4.320 1.653 -2.056
H13 -5.268 2.210 -1.961
H14 -4.497 0.817 -2.743
H15 -3.595 2.343 -2.510
C11 1.760 0.329 -1.465
C12 0.634 1.391 -1.404
C13 -0.179 1.570 -2.673
C14 -1.105 0.373 -3.083
C15 -1.039 -0.950 -2.320
C16 0.219 -1.751 -2.216
C17 1.273 -1.372 -3.291
C18 2.198 -0.223 -2.818
H16 0.462 1.772 -3.554
H17 -0.988 0.247 -4.181
H18 -0.826 2.451 -2.494
H19 2.230 0.577 -3.579
H20 2.584 0.280 -0.719
H21 0.743 2.260 -0.718
H22 3.232 -0.604 -2.741
H23 1.890 -2.197 -3.695
H24 0.238 -2.813 -1.821
H25 0.744 -0.961 -4.171
H26 -2.151 0.694 -2.887
H27 -2.006 -1.428 -2.103
P1 2.487 3.732 0.860
C19 2.204 3.924 2.647
H28 3.145 4.321 3.053
H29 1.976 2.942 3.111
H30 1.351 4.597 2.841
C20 4.197 3.067 0.792
H31 4.800 3.620 1.526
H32 4.649 3.140 -0.212
H33 4.172 1.995 1.063
C21 2.485 5.276 -0.071
H34 2.779 5.038 -1.110
H35 3.181 5.988 0.392
H36 1.451 5.663 -0.102
P2 2.118 -4.471 0.024
C22 0.573 -5.395 -0.254
H37 0.658 -6.148 -1.057
H38 -0.098 -4.584 -0.623
H39 0.088 -5.831 0.644
C23 3.278 -4.666 -1.364
H40 2.771 -4.851 -2.331
H41 4.134 -5.364 -1.209
H42 3.609 -3.611 -1.512
C24 2.725 -4.469 1.730
H43 3.664 -5.034 1.922
H44 1.965 -4.713 2.497
H45 2.872 -3.372 1.892
F1 0.733 -0.762 5.234
C25 0.755 -0.844 3.851
C26 1.650 -0.058 3.151
C27 1.596 -0.084 1.763
C28 0.581 -0.771 1.097
C29 -0.175 -1.704 1.810
C30 -0.144 -1.721 3.223
H46 2.367 0.583 3.698
H47 2.337 0.503 1.184
H48 -0.822 -2.407 1.282
H49 -0.806 -2.349 3.800


The following is a quantum chemistry calculation of a structure of composition C39H39CuO4P2Sb, from OMol25.

net charge: +1
total energy: -4373.85092 Eh
energy relative to the best compared isomer or geometry (same formula, charge and spin): 0.4 kcal/mol

CARTESIAN COORDINATES (ANGSTROEM)
Cu1 -1.418 -0.232 0.015
O1 -1.283 -0.123 1.988
P1 -0.352 0.807 2.745
C1 -1.253 1.809 3.915
C2 -2.363 1.242 4.546
C3 -3.078 1.978 5.477
C4 -2.687 3.277 5.783
C5 -1.586 3.845 5.155
C6 -0.871 3.116 4.215
C7 0.463 1.900 1.583
C8 -0.361 2.688 0.768
C9 0.192 3.437 -0.258
C10 1.569 3.404 -0.474
C11 2.388 2.629 0.334
C12 1.836 1.875 1.365
C13 0.906 -0.107 3.609
C14 1.134 -1.434 3.255
C15 2.133 -2.155 3.898
C16 2.899 -1.549 4.884
C17 2.674 -0.223 5.239
C18 1.676 0.499 4.605
H1 -2.661 0.228 4.305
H2 -3.936 1.540 5.970
H3 -3.246 3.851 6.511
H4 -1.288 4.858 5.394
H5 -0.020 3.567 3.718
H6 -1.433 2.713 0.935
H7 -0.443 4.050 -0.886
H8 2.003 3.992 -1.274
H9 3.456 2.599 0.156
H10 2.472 1.244 1.974
H11 0.523 -1.898 2.491
H12 2.309 -3.189 3.632
H13 3.674 -2.114 5.387
H14 3.268 0.241 6.016
H15 1.486 1.527 4.895
C19 5.652 -0.626 -1.762
C20 4.943 0.545 -1.999
C21 3.560 0.554 -1.886
C22 2.871 -0.613 -1.550
C23 3.588 -1.781 -1.300
C24 4.975 -1.785 -1.408
Sb1 0.746 -0.605 -1.397
C25 0.404 -2.681 -1.687
C26 0.850 -3.374 -2.815
C27 0.598 -4.733 -2.947
C28 -0.089 -5.417 -1.948
C29 -0.520 -4.744 -0.814
C30 -0.272 -3.381 -0.686
C31 0.248 0.169 -3.318
C32 0.620 1.477 -3.640
C33 0.225 2.052 -4.842
C34 -0.557 1.326 -5.733
C35 -0.946 0.032 -5.416
C36 -0.549 -0.544 -4.213
H16 6.731 -0.635 -1.852
H17 5.468 1.451 -2.275
H18 3.028 1.481 -2.068
H19 3.077 -2.697 -1.025
H20 5.525 -2.699 -1.218
H21 1.391 -2.853 -3.597
H22 0.938 -5.261 -3.828
H23 -0.282 -6.478 -2.054
H24 -1.050 -5.276 -0.034
H25 -0.622 -2.863 0.203
H26 1.205 2.073 -2.946
H27 0.524 3.065 -5.081
H28 -0.867 1.772 -6.670
H29 -1.565 -0.532 -6.103
H30 -0.871 -1.551 -3.978
C37 -4.690 -0.497 1.104
O2 -4.609 -0.723 -0.318
P2 -3.339 -0.230 -1.128
O3 -3.469 -1.044 -2.486
C38 -3.279 -2.470 -2.502
O4 -3.775 1.225 -1.581
C39 -2.854 2.039 -2.330
H31 -5.665 -0.067 1.314
H32 -3.911 0.186 1.448
H33 -4.584 -1.448 1.618
H34 -3.198 -2.765 -3.543
H35 -4.138 -2.959 -2.048
H36 -2.364 -2.753 -1.977
H37 -3.119 3.076 -2.145
H38 -2.945 1.810 -3.390
H39 -1.825 1.861 -2.017


The following is a quantum chemistry calculation of a structure of composition C12H25ClI2NP2Ti, from OMol25.

net charge: +2
total energy: -3114.25376 Eh
spin multiplicity: 2
energy relative to the best compared isomer or geometry (same formula, charge and spin): 38.5 kcal/mol

CARTESIAN COORDINATES (ANGSTROEM)
I1 0.015 -0.651 -6.929
I2 0.015 2.037 -7.231
Ti1 0.000 0.837 -0.393
P1 -2.373 1.221 -0.666
C1 -3.290 1.000 -2.195
C2 -3.092 -0.073 0.417
H1 -4.181 0.026 0.544
H2 -4.103 2.643 0.243
H3 -2.622 -0.035 1.412
H4 -2.534 2.875 1.089
H5 -3.013 0.045 -2.662
H6 -2.908 -1.044 -0.071
C3 -3.013 2.720 0.113
H7 -4.376 1.013 -2.017
H8 -2.772 3.572 -0.535
H9 -3.016 1.809 -2.882
P2 2.377 1.209 -0.647
C4 3.303 0.985 -2.170
C5 3.018 2.704 0.138
H10 2.600 -0.061 1.432
H11 4.166 0.004 0.574
H12 2.895 -1.060 -0.053
C6 3.078 -0.093 0.440
H13 2.531 2.860 1.110
H14 4.106 2.620 0.278
H15 4.388 0.996 -1.985
H16 3.036 1.795 -2.859
H17 2.788 3.557 -0.511
H18 3.027 0.031 -2.640
Cl1 -0.005 1.628 1.700
N1 -0.005 -1.304 -0.066
C7 -0.004 -2.047 1.173
C8 1.202 -2.413 1.749
C9 1.220 -3.053 2.992
C10 0.000 -3.343 3.615
C11 -1.222 -2.999 3.025
C12 -1.208 -2.360 1.783
H19 0.828 -1.499 -0.631
H20 -0.842 -1.490 -0.627
H21 2.103 -2.169 1.209
H22 2.176 -3.315 3.426
H23 0.000 -3.876 4.558
H24 -2.180 -3.222 3.481
H25 -2.114 -2.078 1.268